[1]
158
Properties=species:S:1:pos:R:3 method="wB97M-V/def2-TZVPD" e_homo_ev=-5.416 total_charge=0 energy_ev=-73940.15704 lumo_ev=-2.76
Li -4.417 -6.759 3.688
Li -3.107 -6.483 -2.458
C 0.284 -3.605 0.822
C -1.147 -3.019 0.962
C -1.160 -1.681 0.188
O -2.238 -3.908 0.719
H 0.414 -4.159 -0.108
H 0.403 -4.392 1.567
H 0.948 -2.746 0.916
H -1.279 -2.675 1.988
H -1.151 -1.743 -0.901
H -0.462 -0.903 0.497
H -2.177 -1.355 0.408
C -6.774 -4.411 6.921
C -7.828 -5.478 6.749
C -9.282 -5.080 7.353
O -8.025 -5.956 5.440
H -5.748 -4.728 6.736
H -6.590 -4.008 7.917
H -6.984 -3.535 6.307
H -7.443 -6.361 7.258
H -10.078 -5.824 7.356
H -9.591 -4.289 6.669
H -9.145 -4.552 8.296
C 2.390 -12.465 1.099
O 2.206 -12.479 -0.116
N 2.283 -11.506 1.918
N 2.557 -13.534 1.701
H 2.435 -10.595 1.509
H 2.339 -11.652 2.915
H 2.685 -14.308 1.066
H 2.546 -13.606 2.708
C 4.873 5.156 -7.387
C 4.063 6.215 -6.660
C 2.599 6.250 -7.030
C 1.657 5.125 -6.414
C 1.829 5.230 -4.849
C 3.266 5.175 -4.386
N 4.070 6.134 -5.191
O 5.401 6.387 -4.656
C 3.336 5.746 -2.903
C 3.854 3.759 -4.327
C 4.496 7.613 -7.059
H 5.837 4.974 -6.911
H 5.000 5.658 -8.347
H 4.183 4.339 -7.596
H 2.201 7.237 -6.797
H 2.474 6.103 -8.103
H 1.995 4.128 -6.698
H 0.612 5.174 -6.720
H 1.232 4.366 -4.558
H 1.247 6.054 -4.438
H 2.960 6.768 -2.854
H 2.732 5.101 -2.266
H 4.326 5.734 -2.446
H 3.095 3.155 -3.830
H 3.973 3.435 -5.361
H 4.873 3.678 -3.950
H 4.331 7.683 -8.135
H 5.524 7.872 -6.808
H 3.913 8.429 -6.631
H 5.469 7.341 -4.576
C -7.871 3.243 6.219
C -7.556 4.527 5.488
C -6.262 4.238 4.541
C -6.642 3.486 3.230
C -7.830 4.199 2.474
C -9.060 4.325 3.330
N -8.750 4.978 4.701
O -9.930 5.149 5.452
C -10.258 4.985 2.489
C -9.694 2.889 3.265
C -7.020 5.495 6.585
H -8.436 2.512 5.643
H -8.609 3.495 6.981
H -6.995 2.893 6.765
H -5.733 5.128 4.202
H -5.542 3.597 5.050
H -6.691 2.401 3.325
H -5.721 3.614 2.661
H -7.852 3.489 1.648
H -7.624 5.174 2.034
H -11.116 4.835 3.145
H -10.133 6.040 2.248
H -10.570 4.419 1.611
H -8.855 2.243 3.520
H -10.481 2.582 3.954
H -10.026 2.579 2.274
H -6.018 5.164 6.858
H -7.696 5.564 7.437
H -7.030 6.491 6.142
H -10.152 4.251 5.706
C 4.165 6.345 9.081
C 4.957 5.321 8.118
C 5.748 4.285 9.064
C 4.937 3.060 9.754
C 4.270 2.300 8.637
C 3.313 3.233 7.740
N 4.014 4.516 7.284
O 3.236 5.326 6.507
C 2.959 2.433 6.509
C 2.070 3.536 8.551
C 6.010 6.040 7.221
H 4.697 7.222 9.449
H 3.845 5.723 9.917
H 3.395 6.898 8.544
H 6.570 3.859 8.489
H 6.118 4.905 9.881
H 4.284 3.496 10.510
H 5.677 2.378 10.173
H 3.561 1.602 9.082
H 5.012 1.663 8.156
H 2.321 2.989 5.822
H 3.882 2.256 5.957
H 2.397 1.501 6.569
H 1.461 4.277 8.034
H 1.337 2.738 8.674
H 2.398 3.909 9.521
H 6.545 5.323 6.599
H 6.734 6.644 7.768
H 5.517 6.673 6.483
H 3.635 5.224 5.640
C 4.534 -5.517 -7.106
C 4.695 -6.031 -8.528
C 5.272 -7.467 -8.275
C 4.931 -8.451 -9.418
C 3.459 -8.362 -9.863
C 3.054 -6.882 -10.359
N 3.341 -5.907 -9.202
O 2.775 -4.596 -9.294
C 3.828 -6.579 -11.644
C 1.566 -6.864 -10.568
C 5.747 -5.226 -9.356
H 3.689 -6.081 -6.711
H 4.110 -4.544 -6.861
H 5.540 -5.411 -6.699
H 6.351 -7.358 -8.168
H 5.108 -7.949 -7.311
H 5.214 -9.455 -9.100
H 5.581 -8.331 -10.285
H 2.857 -8.656 -9.003
H 3.232 -9.081 -10.650
H 3.606 -5.536 -11.869
H 4.876 -6.880 -11.646
H 3.517 -7.163 -12.511
H 0.857 -6.951 -9.745
H 1.303 -6.073 -11.271
H 1.384 -7.656 -11.294
H 5.864 -5.778 -10.288
H 6.706 -5.294 -8.841
H 5.456 -4.196 -9.562
H 3.217 -4.284 -10.087
O -7.541 -2.368 0.055
H -6.658 -2.707 0.204
H -7.513 -2.009 -0.832
O -0.604 -5.441 -5.287
H -0.432 -4.663 -5.816
H -0.119 -6.141 -5.724

---

[2]
25
Properties=species:S:1:pos:R:3 method="wB97M-V/def2-TZVPD" e_homo_ev=-8.650 total_charge=0 smiles="CCCNOC(=O)N(S)CCF" energy_ev=-27058.31274 lumo_ev=0.82
C 3.506 -0.724 0.035
C 2.061 -0.332 0.391
C 1.843 1.189 0.530
N 0.905 1.694 -0.459
O -0.403 1.599 0.081
C -1.276 0.971 -0.738
O -1.065 0.652 -1.869
N -2.458 0.759 0.017
S -3.934 1.050 -0.856
C -2.461 -0.495 0.780
C -2.066 -1.769 0.038
F -2.698 -1.874 -1.189
H 4.090 -0.927 0.935
H 3.515 -1.641 -0.558
H 3.994 0.056 -0.554
H 1.763 -0.833 1.316
H 1.403 -0.674 -0.415
H 1.488 1.413 1.543
H 2.783 1.729 0.371
H 1.060 2.670 -0.677
H -3.442 0.964 -2.099
H -1.787 -0.392 1.639
H -3.467 -0.620 1.186
H -2.373 -2.625 0.653
H -0.981 -1.839 -0.100

---

[3]
90
Properties=species:S:1:pos:R:3 method="wB97M-V/def2-TZVPD" e_homo_ev="-7.497 / -7.327" spin_multiplicity=2 s_squared=0.797 total_charge=0 energy_ev=-113685.31802 relative_energy_kj_mol=150.3 lumo_ev="-2.41 / -2.27"
Ru 0.517 0.574 -0.178
C 1.211 4.092 1.533
C -0.261 4.059 1.910
S -1.316 3.084 0.758
C -2.685 2.713 1.930
C -3.456 1.458 1.563
S -2.485 -0.094 1.464
C -2.214 -0.615 3.197
C -1.112 0.125 3.948
S -0.079 1.042 2.750
C 1.433 1.446 3.690
C 2.544 1.766 2.704
S 2.034 2.503 1.109
H 1.785 4.552 2.338
H 1.346 4.672 0.624
H -0.645 5.080 1.897
H -0.397 3.634 2.902
H -3.366 3.565 1.899
H -2.260 2.623 2.927
H -3.861 1.557 0.556
H -4.273 1.300 2.270
H -1.948 -1.665 3.077
H -3.166 -0.542 3.718
H -0.471 -0.569 4.491
H -1.524 0.861 4.641
H 1.698 0.578 4.291
H 1.214 2.296 4.340
H 3.033 0.850 2.364
H 3.289 2.431 3.138
C -3.673 -5.079 1.751
C -2.190 -5.068 1.533
C -1.658 -5.236 0.259
C -0.290 -5.190 0.047
C 0.553 -5.003 1.124
C 0.050 -4.863 2.402
C -1.320 -4.877 2.600
S 2.325 -4.929 0.886
O 2.960 -4.616 2.137
O 2.772 -6.116 0.220
N 2.516 -3.644 -0.201
C 3.761 -2.931 0.026
C 3.951 -1.774 -0.951
C 2.938 -0.662 -0.671
O 2.810 -0.239 0.499
O 2.263 -0.212 -1.619
H -4.166 -5.759 1.061
H -4.076 -4.081 1.582
H -3.916 -5.374 2.770
H -2.326 -5.414 -0.572
H 0.132 -5.315 -0.937
H 0.740 -4.748 3.223
H -1.717 -4.753 3.597
H 1.715 -3.022 -0.156
H 4.557 -3.667 -0.097
H 3.806 -2.553 1.057
H 3.827 -2.103 -1.982
H 4.956 -1.365 -0.815
C 0.376 4.913 -1.972
C 1.193 4.114 -2.990
C 2.367 3.390 -2.329
C 0.296 3.158 -3.735
C 0.048 3.382 -5.070
C -0.768 2.541 -5.811
C -1.340 1.439 -5.195
C -1.141 1.167 -3.858
C -1.726 -0.099 -3.284
C -0.604 -1.111 -3.037
C -2.523 0.138 -2.003
C -0.318 2.041 -3.066
O -0.147 1.872 -1.814
H 1.014 5.631 -1.460
H -0.070 4.235 -1.250
H -0.424 5.458 -2.470
H 1.609 4.819 -3.722
H 2.012 2.611 -1.653
H 2.978 4.093 -1.764
H 2.986 2.918 -3.089
H 0.508 4.237 -5.547
H -0.941 2.734 -6.857
H -1.955 0.768 -5.780
H -2.403 -0.518 -4.040
H 0.068 -0.743 -2.251
H -0.020 -1.257 -3.942
H -1.013 -2.067 -2.719
H -1.843 0.406 -1.183
H -3.051 -0.768 -1.713
H -3.244 0.942 -2.139
S 1.357 -2.079 2.973
C 0.679 -1.709 1.584
N 0.155 -1.440 0.561

---

[4]
63
Properties=species:S:1:pos:R:3 method="wB97M-V/def2-TZVPD" e_homo_ev="-6.743 / -7.494" spin_multiplicity=2 s_squared=0.763 total_charge=0 energy_ev=-89924.75767 relative_energy_kj_mol=0.0 lumo_ev="-0.28 / -1.15"
Ru -1.235 0.080 -0.170
O -5.856 3.626 3.427
C -5.037 2.962 2.860
S -5.449 1.591 1.803
C -3.819 1.250 1.275
C -2.817 2.066 1.757
S -1.186 1.867 1.349
S -3.304 3.356 2.832
S -3.492 0.006 0.181
C 4.279 -0.134 1.833
C 2.823 0.264 1.935
O 2.385 1.280 1.436
N 2.039 -0.633 2.605
C 0.634 -0.407 2.885
C -0.252 -1.558 2.464
C -0.253 -2.678 3.293
C -1.015 -3.786 2.987
C -1.785 -3.734 1.840
C -1.742 -2.592 1.068
N -0.994 -1.511 1.349
H 4.757 0.488 1.082
H 4.392 -1.186 1.567
H 4.771 0.029 2.793
H 2.495 -1.405 3.061
H 0.344 0.528 2.415
H 0.503 -0.293 3.965
H 0.354 -2.660 4.190
H -1.012 -4.658 3.627
H -2.421 -4.554 1.537
H -2.345 -2.525 0.178
C 3.031 -0.685 -1.152
C 1.806 -0.659 -0.473
N 0.799 0.098 -0.855
C 0.953 0.862 -1.964
C 2.140 0.910 -2.697
C 3.203 0.101 -2.259
C 2.216 1.767 -3.847
C 1.161 2.520 -4.223
C -0.075 2.478 -3.493
C -1.204 3.242 -3.832
C -2.335 3.135 -3.068
C -2.358 2.243 -1.990
N -1.318 1.502 -1.663
C -0.177 1.637 -2.382
H 3.817 -1.335 -0.795
H 1.642 -1.273 0.398
H 4.139 0.104 -2.804
H 3.143 1.797 -4.406
H 1.226 3.168 -5.088
H -1.168 3.904 -4.688
H -3.222 3.710 -3.291
H -3.252 2.108 -1.398
O 0.061 -3.024 -1.012
C -0.729 -2.587 -1.834
C -1.101 -3.335 -3.107
C -2.109 -2.425 -3.786
C -2.242 -1.245 -2.831
O -2.960 -0.289 -3.042
N -1.427 -1.411 -1.728
H -1.511 -4.305 -2.823
H -0.196 -3.524 -3.684
H -3.093 -2.875 -3.913
H -1.794 -2.053 -4.760

---

[5]
130
Properties=species:S:1:pos:R:3 method="wB97M-V/def2-TZVPD" e_homo_ev=-8.804 total_charge=0 smiles="CCCCN[C@@]1([C@@H](F)CC)OS(=O)(=O)O[C@]1(CCC(F)=C(F)F)P(CC)CC.O=C1CCCO1.O=C1CCCO1.O=C1CCCO1.O=C1CCCO1.O=C1CCCO1.O=C1CCCO1" energy_ev=-108830.79322 lumo_ev=0.13
C 1.864 4.912 2.376
C 3.010 3.905 2.462
C 2.759 2.547 1.773
C 1.279 2.192 1.683
N 1.057 0.832 1.154
C 0.827 -0.239 2.086
C 0.962 -1.567 1.296
F 0.396 -1.378 0.031
C 2.380 -2.086 1.136
C 3.320 -1.251 0.251
O 1.916 -0.213 3.045
S 1.548 0.325 4.489
O 2.174 1.577 4.721
O 1.743 -0.708 5.445
O 0.011 0.542 4.234
C -0.441 -0.146 3.006
C -1.578 0.695 2.446
C -2.178 0.147 1.121
C -3.654 0.263 1.059
F -4.135 1.492 1.373
C -4.523 -0.667 0.675
F -4.452 -1.935 1.039
F -5.578 -0.393 -0.083
P -1.236 -1.782 3.529
C 0.072 -2.979 4.101
C -0.165 -3.586 5.483
C -2.298 -1.331 4.962
C -3.656 -2.074 4.902
H 1.000 4.616 2.969
H 1.505 5.046 1.349
H 2.160 5.899 2.728
H 3.896 4.377 2.034
H 3.230 3.747 3.520
H 3.300 1.792 2.337
H 3.173 2.606 0.764
H 0.780 2.391 2.636
H 0.824 2.876 0.965
H 0.257 0.862 0.535
H 0.372 -2.359 1.752
H 2.254 -3.056 0.646
H 2.821 -2.301 2.108
H 4.024 -0.669 0.842
H 2.765 -0.619 -0.435
H 3.925 -1.939 -0.339
H -2.384 0.755 3.176
H -1.256 1.722 2.274
H -1.826 0.782 0.301
H -1.885 -0.887 0.949
H 1.064 -2.534 4.039
H 0.049 -3.782 3.360
H 0.640 -4.284 5.707
H -0.164 -2.814 6.250
H -1.112 -4.128 5.502
H -2.447 -0.253 4.993
H -1.810 -1.588 5.901
H -4.491 -1.384 4.793
H -3.681 -2.746 4.042
H -3.788 -2.688 5.791
O 6.405 1.436 -1.367
C 6.609 0.365 -1.860
O 6.164 -0.783 -1.287
C 6.631 -1.924 -2.027
C 6.944 -1.392 -3.421
C 7.377 0.039 -3.124
H 7.513 -2.326 -1.522
H 5.851 -2.683 -2.026
H 7.687 -1.985 -3.950
H 6.036 -1.371 -4.018
H 8.444 0.114 -2.905
H 7.113 0.732 -3.918
O -7.352 -6.694 -0.780
C -7.495 -5.538 -0.520
O -8.309 -5.112 0.479
C -8.370 -3.678 0.494
C -7.098 -3.210 -0.206
C -6.877 -4.337 -1.213
H -9.273 -3.366 -0.037
H -8.442 -3.343 1.526
H -7.192 -2.226 -0.657
H -6.275 -3.179 0.502
H -7.413 -4.168 -2.149
H -5.828 -4.526 -1.425
O 0.529 5.439 5.262
C 0.084 4.739 6.121
O 0.307 4.967 7.438
C -0.248 3.905 8.230
C -1.325 3.271 7.355
C -0.747 3.480 5.958
H 0.553 3.203 8.473
H -0.636 4.329 9.153
H -1.523 2.232 7.610
H -2.258 3.828 7.456
H -0.078 2.670 5.661
H -1.506 3.625 5.193
O 5.391 0.053 -5.797
C 4.306 -0.425 -5.979
O 3.563 -0.875 -4.943
C 2.355 -1.492 -5.428
C 2.134 -0.896 -6.808
C 3.569 -0.660 -7.283
H 2.502 -2.574 -5.457
H 1.542 -1.265 -4.743
H 1.544 -1.534 -7.458
H 1.616 0.056 -6.717
H 3.998 -1.536 -7.773
H 3.670 0.205 -7.932
O -0.668 0.288 -4.168
C -0.109 1.158 -3.560
O 0.746 2.024 -4.132
C 1.344 2.873 -3.130
C 0.376 2.837 -1.952
C -0.203 1.426 -2.069
H 2.324 2.465 -2.877
H 1.475 3.865 -3.553
H 0.862 3.049 -1.002
H -0.416 3.573 -2.098
H 0.410 0.682 -1.553
H -1.236 1.352 -1.737
O -0.158 0.043 -8.451
C -1.306 0.020 -8.117
O -2.008 -1.134 -8.027
C -3.379 -0.861 -7.694
C -3.362 0.514 -7.035
C -2.199 1.191 -7.757
H -3.966 -0.873 -8.615
H -3.738 -1.650 -7.037
H -4.311 1.039 -7.120
H -3.123 0.412 -5.976
H -2.509 1.682 -8.681
H -1.659 1.896 -7.131